No. 1
{"formula": "C37H52N3O6", "method": "wB97M-V/def2-TZVPD", "symbols": ["C", "C", "C", "C", "C", "C", "C", "C", "N", "C", "N", "N", "C", "C", "C", "C", "C", "C", "C", "C", "C", "C", "H", "H", "H", "H", "H", "H", "H", "H", "H", "H", "H", "H", "H", "H", "H", "H", "H", "H", "H", "H", "H", "H", "H", "H", "H", "H", "H", "H", "H", "H", "H", "H", "H", "H", "H", "H", "H", "H", "H", "H", "C", "C", "C", "O", "C", "C", "C", "O", "H", "H", "H", "H", "C", "C", "C", "O", "C", "C", "C", "O", "H", "H", "H", "H", "C", "C", "C", "O", "C", "C", "C", "O", "H", "H", "H", "H"], "positions_angstrom": [[2.846379, -4.023705, 0.227884], [1.509474, -3.553616, -0.338892], [1.624593, -2.881475, -1.712332], [0.260374, -2.815875, -2.401601], [0.156926, -1.646786, -3.384970], [-1.276613, -1.362290, -3.861474], [-1.509488, 0.104966, -4.265142], [-1.155627, 1.048293, -3.110760], [-1.734650, 0.505275, -1.843804], [-2.347548, 1.368540, -0.993102], [-3.145355, 2.431057, -1.435338], [-2.246246, 1.165935, 0.294424], [-2.903970, 1.949656, 1.356342], [-4.422290, 1.904673, 1.354531], [-5.089597, 0.506122, 1.549036], [-4.134758, -0.619811, 1.948839], [-5.908576, 0.178288, 0.293477], [-6.626674, -1.192205, 0.303654], [-8.105713, -0.930279, 0.117589], [-8.749468, -0.974110, -1.080763], [-9.585593, 0.173382, -1.576271], [-8.688579, -2.209145, -1.972279], [2.658417, -4.595443, 1.139253], [3.487289, -3.192976, 0.525513], [3.368817, -4.696820, -0.449286], [0.847034, -4.419010, -0.416574], [1.052794, -2.871932, 0.386312], [2.044566, -1.883665, -1.560445], [2.340593, -3.463975, -2.294004], [0.057989, -3.747008, -2.930722], [-0.497380, -2.667927, -1.624237], [0.763228, -1.845701, -4.271617], [0.625656, -0.787505, -2.898762], [-1.464470, -1.981661, -4.739017], [-2.005272, -1.667224, -3.110637], [-2.586969, 0.209561, -4.416917], [-0.956738, 0.350044, -5.168319], [-0.075583, 1.049672, -2.977712], [-1.452928, 2.073778, -3.301270], [-0.978753, 0.065518, -1.323537], [-3.741821, 2.085450, -2.182720], [-2.570811, 3.176073, -1.816886], [-1.660134, 0.403446, 0.600050], [-2.602483, 2.988454, 1.214286], [-2.500404, 1.668889, 2.323461], [-4.843566, 2.365302, 0.466722], [-4.732544, 2.529762, 2.193913], [-5.814281, 0.612014, 2.359947], [-4.654803, -1.514239, 2.273489], [-3.390667, -0.314857, 2.683810], [-3.566789, -0.927281, 1.061072], [-5.306730, 0.289594, -0.615670], [-6.686334, 0.943023, 0.228964], [-6.274262, -1.772753, -0.548822], [-6.486384, -1.728841, 1.241706], [-8.696882, -0.691119, 1.002454], [-8.931872, 0.963231, -1.945312], [-10.237104, 0.593583, -0.803573], [-10.235461, -0.116495, -2.402590], [-7.666290, -2.545384, -2.144305], [-9.204508, -2.043727, -2.915433], [-9.260636, -2.971190, -1.446624], [2.791842, -0.081410, 2.797503], [1.933751, 0.262183, 1.841729], [2.377230, 0.441210, 0.439300], [1.592874, 0.754131, -0.440191], [3.808512, 0.223002, 0.137192], [4.672305, -0.121150, 1.088543], [4.231583, -0.301080, 2.494131], [5.009176, -0.615026, 3.366186], [2.491011, -0.216897, 3.828882], [0.881929, 0.426481, 2.042203], [4.112303, 0.355785, -0.893331], [5.723033, -0.284923, 0.882939], [5.954329, 2.409037, -4.932659], [6.199954, 1.312663, -4.220076], [6.281213, 1.360780, -2.740227], [6.503201, 0.359736, -2.089402], [6.079893, 2.675426, -2.082271], [5.834411, 3.772452, -2.793345], [5.750382, 3.725578, -4.276160], [5.521974, 4.722561, -4.922746], [5.890909, 2.397665, -6.013223], [6.350918, 0.343343, -4.677825], [6.145754, 2.686917, -1.001202], [5.685530, 4.741718, -2.334738], [6.708251, 1.109358, 8.367940], [7.761655, 1.549270, 7.684822], [7.906742, 1.273983, 6.232829], [8.865680, 1.674237, 5.609244], [6.833075, 0.490361, 5.571665], [5.780128, 0.050485, 6.255494], [5.634640, 0.326692, 7.706038], [4.671522, -0.071382, 8.326287], [6.581744, 1.297993, 9.426387], [8.555566, 2.122446, 8.146340], [6.957169, 0.300575, 4.514499], [4.989288, -0.521750, 5.792236]], "forces_ev_per_a": [[-0.370, -0.156, 0.523], [0.366, -0.162, -0.081], [-0.155, -0.457, 0.570], [0.357, 0.627, -0.232], [-0.096, -0.273, -0.082], [0.548, 0.101, -0.368], [-0.592, -0.336, 0.933], [0.290, -0.817, -0.606], [0.623, 1.774, 0.742], [0.101, -0.408, -0.099], [0.086, -0.443, -0.135], [-0.021, 0.082, 0.238], [-0.340, 1.007, -0.425], [-0.391, -0.691, 0.692], [-0.029, 0.064, -0.035], [0.457, 0.153, -0.873], [-0.225, -0.089, 0.448], [-0.923, -0.591, -0.115], [-0.412, -0.222, -0.543], [0.275, -0.280, 0.092], [-1.292, -0.576, 0.456], [0.581, 0.894, -0.159], [0.069, -0.011, 0.034], [0.146, 0.039, -0.268], [0.113, 0.156, -0.140], [-0.066, 0.001, -0.030], [-0.160, 0.048, -0.084], [0.015, 0.078, -0.216], [0.014, 0.143, -0.214], [-0.175, -0.133, 0.209], [-0.142, -0.163, -0.043], [0.177, 0.020, 0.069], [-0.109, 0.116, -0.006], [-0.158, -0.054, 0.029], [-0.010, 0.071, 0.100], [0.052, 0.110, -0.502], [-0.040, 0.205, -0.035], [0.020, 0.198, 0.140], [-0.254, 0.004, 0.069], [-0.163, -0.687, -0.259], [-0.041, 0.185, -0.077], [-0.045, 0.143, 0.113], [0.044, -0.060, -0.030], [0.034, 0.009, -0.010], [0.153, -0.402, -0.133], [0.211, 0.110, -0.111], [0.114, 0.145, -0.018], [-0.006, 0.003, 0.042], [-0.031, 0.066, 0.277], [-0.222, -0.086, 0.325], [-0.007, -0.111, 0.015], [0.151, -0.123, 0.031], [0.069, 0.109, -0.132], [0.178, -0.296, 0.252], [0.406, -0.089, -0.075], [0.444, 1.484, -0.102], [0.098, 0.012, 0.095], [0.188, 0.157, 0.081], [-0.028, -0.017, -0.002], [-0.090, -0.307, -0.094], [0.278, 0.045, -0.184], [0.186, -0.201, 0.004], [-0.078, -0.004, 0.017], [0.006, -0.016, -0.024], [0.094, -0.037, -0.018], [-0.332, -0.070, 0.003], [0.010, 0.033, -0.060], [0.041, 0.002, -0.025], [0.029, -0.009, -0.024], [-0.072, -0.035, -0.107], [0.034, -0.010, 0.007], [0.003, 0.019, 0.003], [-0.001, -0.021, -0.002], [-0.003, -0.008, -0.008], [0.001, -0.065, 0.011], [-0.008, 0.022, -0.048], [0.078, 0.001, -0.017], [-0.134, -0.011, 0.075], [-0.035, 0.036, 0.003], [-0.008, -0.034, 0.064], [0.022, 0.031, -0.032], [-0.035, 0.002, 0.004], [0.004, 0.039, -0.002], [0.021, -0.013, 0.032], [0.034, -0.024, -0.002], [0.011, 0.020, -0.037], [0.048, 0.029, 0.001], [-0.036, -0.009, 0.046], [0.028, -0.002, -0.005], [-0.005, 0.020, -0.010], [-0.025, 0.013, 0.053], [0.057, 0.048, 0.047], [-0.004, -0.020, 0.022], [-0.022, 0.017, -0.009], [-0.028, -0.020, 0.001], [0.020, -0.002, -0.032], [0.027, -0.015, 0.002], [0.005, -0.024, 0.009]], "homo_lumo_gap_ev": 5.5, "multiplicity": 1, "charge": 1, "e_above_lowest_ev": 0.000}

No. 2
{"formula": "C17H25CaN3O4S3Se", "method": "wB97M-V/def2-TZVPD", "symbols": ["Ca", "N", "C", "N", "C", "N", "C", "C", "C", "C", "C", "C", "Se", "C", "C", "C", "H", "H", "H", "H", "H", "H", "H", "H", "H", "H", "H", "C", "C", "C", "S", "O", "C", "C", "C", "H", "H", "H", "H", "H", "H", "H", "H", "H", "H", "H", "H", "H", "H", "O", "S", "O", "O", "S"], "positions_angstrom": [[-0.229250, 1.270150, 1.571179], [1.527080, 2.468181, 2.458114], [2.077113, 3.494120, 2.350955], [2.813339, 4.539535, 2.207293], [2.579351, 5.754155, 2.633908], [2.488008, 6.861656, 2.977043], [3.541821, -6.219442, 1.721393], [3.073991, -4.840342, 1.330607], [3.807100, -4.037350, 0.469630], [3.380838, -2.759990, 0.104062], [4.233615, -1.960626, -0.842059], [2.170571, -2.240112, 0.604143], [1.562086, -0.541910, -0.003150], [1.430621, -3.046288, 1.495124], [0.127550, -2.581358, 2.084503], [1.889371, -4.316003, 1.833295], [4.526448, -6.431836, 1.299011], [2.856766, -6.996510, 1.368741], [3.616184, -6.328368, 2.807051], [4.746047, -4.408811, 0.064359], [5.185825, -2.469098, -1.016489], [4.418220, -0.957706, -0.452903], [3.726291, -1.811401, -1.799212], [0.130229, -1.513947, 2.283366], [-0.083305, -3.101205, 3.020998], [-0.708347, -2.756518, 1.401361], [1.292446, -4.911353, 2.521588], [-2.918704, 5.155283, -2.036350], [-2.871368, 3.912906, -2.922563], [-1.784484, 2.928788, -2.499878], [-2.256002, 2.145705, -0.952143], [-0.933935, 1.546571, -0.462680], [-3.205055, 0.751503, -1.623940], [-2.440925, -0.569269, -1.559479], [-1.650111, -0.883344, -2.822375], [-3.605681, 5.902941, -2.435937], [-1.929769, 5.612654, -1.958783], [-3.241784, 4.909531, -1.023675], [-2.708777, 4.191594, -3.966177], [-3.845599, 3.411882, -2.890440], [-0.845403, 3.428686, -2.255012], [-1.577757, 2.158951, -3.245023], [-3.467934, 1.033210, -2.647637], [-4.102127, 0.719856, -1.006719], [-3.161845, -1.356873, -1.332939], [-1.735803, -0.548169, -0.727359], [-2.282026, -0.832131, -3.716236], [-1.210370, -1.880011, -2.767279], [-0.817579, -0.185954, -2.941371], [-1.794751, 2.723817, 2.057208], [-2.651057, 1.679914, 2.734433], [-2.778117, 1.952879, 4.149558], [-1.905479, 0.378044, 2.505767], [-4.457561, 1.553415, 1.853118]], "forces_ev_per_a": [[2.125, -0.503, -0.324], [0.414, 0.569, 0.091], [0.041, 0.115, 0.354], [0.263, -0.057, -0.277], [-0.175, -0.115, 0.146], [0.012, -0.013, -0.054], [0.019, -0.019, -0.016], [-0.014, 0.021, 0.033], [-0.039, 0.074, -0.009], [0.056, -0.051, 0.000], [0.009, -0.010, -0.006], [0.054, -0.170, -0.022], [-0.052, -0.158, -0.150], [-0.042, 0.020, 0.022], [-0.005, -0.048, 0.008], [-0.005, 0.055, 0.028], [-0.017, 0.010, 0.002], [-0.002, 0.022, -0.008], [-0.002, 0.022, -0.012], [-0.015, 0.004, 0.015], [-0.010, 0.020, -0.021], [0.001, -0.028, 0.036], [-0.014, -0.017, 0.024], [0.047, 0.015, 0.054], [-0.022, -0.043, -0.034], [0.029, 0.041, -0.033], [0.028, 0.006, -0.010], [0.044, 0.018, 0.052], [-0.029, 0.007, -0.032], [0.052, 0.045, -0.138], [0.905, -0.229, 0.595], [-1.065, 0.562, -1.283], [-0.104, -0.121, 0.043], [0.043, -0.028, -0.030], [0.036, 0.029, -0.067], [-0.021, -0.026, -0.013], [-0.021, 0.011, -0.034], [0.030, -0.024, -0.021], [0.033, 0.040, -0.014], [0.012, -0.003, -0.061], [-0.041, 0.083, -0.053], [-0.015, 0.032, 0.000], [-0.098, -0.109, 0.022], [0.028, 0.011, 0.063], [-0.010, -0.034, -0.104], [-0.094, 0.004, 0.081], [0.010, -0.019, 0.007], [-0.008, 0.011, 0.015], [-0.036, 0.006, 0.032], [-0.880, 0.003, 0.267], [-0.642, 0.111, 0.340], [-0.126, 0.005, 0.085], [-1.043, -0.183, 0.504], [0.354, 0.035, -0.094]], "homo_lumo_gap_ev": 5.8, "multiplicity": 1, "charge": -2, "e_above_lowest_ev": 0.679}